# 1
124
Properties=species:S:1:pos:R:3:forces:R:3:lowdin_charge:R:1 method="wB97M-V/def2-TZVPD" orbital_gap_ha=0.365 mol_weight_g_mol=1088.7 homo_energy_ev=-9.6 de_lowest_kcal_mol=65.8 smiles="COP(=O)(OC)OC.COP(=O)(OC)OC.COP(=O)(OC)OC.COP(=O)(OC)OC.COP(=O)(OC)OC.COP(=O)(OC)OC.O=S1(=O)OCCO1.O=S1(=O)OCCO1" largest_force_ha_per_bohr=0.08365
C 15.983 -7.371 17.891 0.02 -0.01 -1.66 -0.1264
O 15.165 -6.776 18.880 -0.79 0.02 1.18 -0.1822
P 13.936 -7.649 19.435 0.87 -0.16 0.22 0.3942
O 13.428 -8.590 18.436 -0.34 -0.18 0.00 -0.2240
O 14.464 -8.312 20.782 -0.31 0.30 0.05 -0.1817
C 14.787 -9.702 20.847 -1.30 -1.37 0.51 -0.1223
O 12.911 -6.576 20.005 0.04 0.87 -0.22 -0.1923
C 11.630 -7.069 20.393 -0.67 -1.40 0.39 -0.1086
H 16.229 -6.593 17.168 0.00 0.11 0.12 0.0837
H 15.416 -8.123 17.342 0.03 -0.05 0.09 0.0693
H 16.925 -7.827 18.206 -0.25 0.21 0.74 0.0686
H 14.116 -10.260 21.498 -0.45 0.45 0.25 0.0937
H 15.825 -9.831 21.147 -2.40 -0.19 1.14 0.0298
H 14.679 -10.143 19.855 0.07 -0.06 0.14 0.0691
H 11.247 -6.793 21.378 1.08 0.53 0.28 0.0864
H 11.713 -8.157 20.421 -0.45 -0.07 -0.09 0.0770
H 10.780 -6.799 19.765 0.63 0.17 -0.79 0.0885
C 12.061 -14.830 17.490 -0.81 -1.68 -0.77 -0.1157
O 13.312 -14.466 18.022 0.27 -0.56 0.72 -0.1971
P 13.577 -13.040 18.641 -0.58 0.85 0.26 0.3782
O 14.824 -12.905 19.393 -0.21 -0.50 0.02 -0.2153
O 12.205 -12.744 19.430 0.48 0.66 -0.66 -0.2313
C 11.872 -13.474 20.617 1.06 -0.78 -0.18 -0.0851
O 13.511 -12.087 17.359 -0.56 -0.37 1.17 -0.1806
C 14.715 -11.972 16.649 1.35 1.88 -1.88 -0.1336
H 11.174 -14.260 17.763 0.53 0.90 -0.22 0.0911
H 11.746 -15.827 17.819 0.68 -0.11 0.42 0.0878
H 12.196 -14.986 16.419 -0.32 0.63 -0.10 0.0939
H 12.735 -14.077 20.913 0.05 0.10 0.20 0.0872
H 11.087 -14.198 20.401 -0.33 0.34 0.01 0.0859
H 11.641 -12.805 21.440 -0.24 0.15 -0.24 0.0911
H 14.475 -11.766 15.601 -0.35 -0.91 -0.10 0.0870
H 15.486 -12.736 16.737 -0.60 -0.56 0.23 0.0817
H 15.266 -11.034 16.795 -0.34 0.05 1.15 0.0791
C 23.779 -8.162 15.908 0.01 -1.26 0.02 -0.0887
O 22.644 -7.316 16.132 0.80 1.08 1.32 -0.2724
P 22.536 -6.588 17.590 -0.61 0.09 -2.12 0.4434
O 23.204 -7.345 18.648 -0.77 0.25 0.47 -0.2129
O 20.943 -6.376 17.619 1.60 -1.12 0.75 -0.2191
C 20.235 -5.831 16.509 -1.49 1.03 0.21 -0.0884
O 23.125 -5.123 17.334 -0.17 -0.07 -0.08 -0.1990
C 23.873 -4.440 18.338 0.83 -0.20 1.01 -0.0968
H 24.116 -8.669 16.814 0.07 0.60 0.31 0.0856
H 24.597 -7.654 15.402 -0.15 0.16 0.00 0.0977
H 23.432 -9.010 15.321 -0.01 0.30 -0.43 0.0678
H 20.867 -5.582 15.661 0.12 0.36 0.20 0.0926
H 19.654 -5.018 16.953 0.69 0.77 -0.43 0.1080
H 19.369 -6.397 16.149 1.33 -0.64 0.52 0.0323
H 24.904 -4.258 18.032 -0.09 -0.22 -0.48 0.0882
H 23.938 -5.061 19.232 -0.07 0.03 0.03 0.0772
H 23.487 -3.466 18.634 -0.65 -0.14 -0.43 0.0883
C 21.318 -7.298 12.854 0.11 -0.25 -0.40 -0.0453
O 22.573 -7.905 13.194 1.22 -0.28 0.51 -0.2318
P 23.498 -8.671 12.158 -0.20 -0.95 -0.88 0.3739
O 22.766 -9.510 11.185 0.14 0.68 0.40 -0.2260
O 24.458 -7.604 11.489 0.35 1.14 0.46 -0.2119
C 24.019 -6.762 10.428 -1.50 -0.81 -1.23 -0.0891
O 24.558 -9.464 13.031 -0.99 0.57 0.73 -0.2265
C 25.732 -10.021 12.438 -0.72 0.69 -2.32 -0.0781
H 21.187 -7.483 11.788 -0.69 0.11 0.09 0.0898
H 21.326 -6.230 13.066 0.39 -0.01 -0.04 0.0995
H 20.552 -7.753 13.479 -0.02 0.12 -0.47 0.0612
H 24.658 -5.920 10.180 0.63 -0.44 0.38 0.0910
H 23.017 -6.333 10.529 0.03 0.01 0.86 0.0812
H 23.848 -7.443 9.591 0.52 0.35 -0.42 0.0921
H 25.715 -9.863 11.350 -0.23 0.33 -0.01 0.0817
H 25.656 -11.106 12.422 0.72 0.00 1.23 0.0986
H 26.572 -9.397 12.730 0.36 -0.95 0.74 0.1003
C 17.559 -13.224 13.938 -0.23 0.41 2.71 -0.1439
O 17.036 -13.044 12.665 0.65 0.34 -1.54 -0.1833
P 17.580 -11.857 11.707 0.98 -0.81 -0.19 0.3952
O 17.076 -11.922 10.340 -0.17 -0.24 0.08 -0.2180
O 17.210 -10.545 12.477 0.57 0.79 -0.11 -0.2327
C 15.881 -10.024 12.572 -1.19 -2.00 -0.09 -0.0771
O 19.203 -11.951 11.834 -1.85 -0.32 0.44 -0.2389
C 20.007 -11.022 11.087 -0.63 0.27 0.00 -0.0861
H 17.783 -12.276 14.445 0.30 0.18 -0.41 0.0766
H 18.409 -13.891 14.096 0.15 0.02 -0.93 0.0901
H 16.790 -13.612 14.615 -0.27 -0.27 -0.50 0.0842
H 15.864 -8.945 12.492 0.16 -0.03 0.64 0.1000
H 15.460 -10.568 13.420 0.04 1.32 0.89 0.0780
H 15.157 -10.436 11.858 0.77 0.20 -1.02 0.0919
H 21.003 -11.447 11.033 0.05 0.31 0.11 0.0784
H 19.941 -10.067 11.608 0.55 0.04 -0.01 0.0715
H 19.598 -10.865 10.087 0.05 -0.24 -0.05 0.0907
C 23.894 -13.638 18.401 1.35 -0.97 -0.68 -0.0953
O 23.221 -13.514 17.153 -1.33 0.88 -0.61 -0.2262
P 22.125 -12.360 16.864 2.00 -0.72 -0.73 0.4165
O 22.376 -11.142 17.649 -0.51 -0.04 -0.31 -0.2264
O 22.278 -12.169 15.261 -0.70 0.17 2.08 -0.2281
C 21.943 -13.283 14.423 1.43 0.06 -0.86 -0.0793
O 20.759 -13.115 17.064 -0.70 -0.05 0.50 -0.2002
C 19.712 -12.528 17.882 -0.44 0.85 -0.51 -0.0432
H 24.856 -13.131 18.305 -0.34 0.68 0.45 0.0912
H 24.229 -14.678 18.396 -0.47 -0.13 0.46 0.0880
H 23.325 -13.400 19.295 -0.08 0.21 -0.18 0.0924
H 21.213 -12.982 13.673 -0.46 -0.16 0.45 0.0810
H 21.745 -14.185 14.998 -0.48 0.08 -0.16 0.0870
H 22.867 -13.451 13.862 -0.12 -0.31 -0.04 0.0930
H 18.794 -12.420 17.303 0.21 -0.06 -0.40 0.0899
H 20.037 -11.524 18.150 -0.18 -0.25 0.30 0.0454
H 19.402 -13.114 18.745 0.78 -0.28 0.06 0.1015
C 20.186 -9.815 14.834 0.91 1.13 -0.31 -0.1371
C 20.417 -9.048 16.135 0.23 -1.06 -1.01 -0.1681
O 19.070 -9.008 16.599 -2.34 1.37 0.11 -0.1840
S 18.060 -8.520 15.382 0.79 -0.65 -0.80 0.7142
O 18.000 -7.083 15.318 -0.29 -1.30 -0.44 -0.2529
O 16.788 -9.201 15.325 2.04 0.14 0.65 -0.2214
O 19.109 -9.073 14.213 -1.96 0.58 1.41 -0.2372
H 19.890 -10.857 14.922 0.34 -0.09 -0.07 0.1224
H 21.002 -9.535 14.169 0.29 -1.21 -0.08 0.1138
H 20.952 -8.128 15.881 -1.22 0.14 0.17 0.0861
H 21.039 -9.494 16.909 -0.29 -0.54 -0.12 0.1092
C 20.227 -8.218 20.476 1.28 -0.08 0.64 -0.1645
C 20.512 -9.691 20.107 -0.23 0.03 1.66 -0.1300
O 19.213 -10.239 19.873 -1.14 -1.06 -0.52 -0.2244
S 18.056 -9.528 20.703 2.68 2.11 0.26 0.6924
O 18.029 -9.952 22.074 0.35 0.22 -1.02 -0.1976
O 16.835 -9.475 19.999 3.48 0.45 -2.49 -0.2530
O 18.819 -8.048 20.547 -1.17 -0.91 -0.19 -0.1736
H 20.801 -7.626 19.766 -1.14 0.58 -0.42 0.0897
H 20.619 -7.898 21.443 0.15 -0.54 0.14 0.1309
H 20.908 -10.249 20.956 0.30 0.13 -0.04 0.1331
H 21.171 -9.833 19.255 -0.34 0.00 -0.25 0.0963

***

# 2
97
Properties=species:S:1:pos:R:3:forces:R:3:lowdin_charge:R:1 method="wB97M-V/def2-TZVPD" orbital_gap_ha=0.210 charge=+4 mol_weight_g_mol=509.8 homo_energy_ev=-16.1 de_lowest_kcal_mol=117.0 largest_force_ha_per_bohr=0.06329
C -3.813 -8.068 4.031 -0.30 1.82 -0.51 -0.0382
C -4.568 -6.982 3.154 1.54 -2.01 -1.68 -0.1889
C -3.536 -6.492 2.001 -2.25 -0.29 2.33 -0.1880
O -4.263 -5.723 1.113 -1.10 0.05 1.26 -0.1752
C -3.571 -5.400 -0.033 1.20 0.41 -1.58 -0.1005
N -5.750 -7.774 2.491 1.08 0.51 1.44 0.2229
H -6.441 -7.287 1.938 0.07 0.52 -0.38 0.1655
H -5.439 -8.627 2.049 0.23 0.09 -0.42 0.1424
H -6.188 -8.076 3.349 -1.40 -0.90 0.69 0.0797
H -3.017 -7.546 4.562 0.02 0.10 0.02 0.0902
H -3.292 -8.748 3.357 -0.30 -0.41 0.18 0.0795
H -4.451 -8.510 4.796 -0.10 -0.32 -0.36 0.0615
H -5.084 -6.249 3.776 0.42 0.36 -0.39 0.1551
H -3.084 -7.356 1.514 0.06 -0.30 0.03 0.1289
H -2.788 -5.976 2.603 0.41 0.44 -0.45 0.1377
H -3.949 -4.500 -0.517 -0.22 0.02 0.41 0.1061
H -3.641 -6.192 -0.780 0.07 -0.27 -0.05 0.0953
H -2.520 -5.238 0.203 0.15 0.13 -0.16 0.0998
C -7.284 -13.062 3.543 -0.05 1.23 -0.61 -0.0044
C -6.034 -12.363 2.951 -0.43 -1.79 0.46 -0.2887
C -4.708 -13.150 3.085 1.10 0.93 1.63 -0.1380
O -4.514 -13.628 4.429 -0.27 -1.39 -1.67 -0.1566
C -4.564 -12.735 5.488 -0.59 0.86 0.40 -0.1189
N -6.310 -12.146 1.484 0.03 0.94 0.21 0.2364
H -7.103 -11.548 1.304 -0.51 0.79 0.46 0.1702
H -5.501 -11.667 1.114 0.36 -0.14 -0.79 0.1678
H -6.577 -12.943 0.923 0.63 -1.04 -0.02 0.1798
H -7.204 -13.178 4.624 0.09 -0.47 -0.34 0.0789
H -7.611 -13.934 2.976 0.64 -0.53 0.40 0.1011
H -8.125 -12.392 3.370 -0.10 0.41 0.25 0.0831
H -5.861 -11.388 3.408 -0.47 0.19 -0.13 0.1277
H -3.851 -12.490 2.950 -0.05 0.78 -0.40 0.1272
H -4.474 -13.911 2.341 -0.80 -0.67 0.40 0.1437
H -4.376 -13.286 6.410 -0.03 -0.13 -0.19 0.1047
H -5.549 -12.270 5.534 -0.30 0.11 0.36 0.0570
H -3.875 -11.890 5.469 0.54 -0.05 -0.45 0.0953
C -8.102 -7.552 12.467 0.55 0.31 -0.62 -0.0289
C -7.622 -8.710 11.574 -1.23 1.35 -0.81 -0.2970
C -7.071 -8.257 10.137 -0.30 -2.10 1.44 -0.1206
O -6.820 -9.518 9.520 0.54 -1.09 1.27 -0.2436
C -5.931 -9.488 8.389 -1.45 1.59 -1.15 -0.0456
N -6.606 -9.537 12.306 -0.47 1.10 -0.82 0.2482
H -6.236 -10.205 11.645 0.32 -0.63 -0.34 0.1597
H -5.869 -8.911 12.599 0.61 0.00 0.58 0.1788
H -7.081 -9.967 13.087 0.43 -0.29 0.49 0.1724
H -8.565 -7.831 13.414 0.31 -0.27 0.07 0.0902
H -8.842 -6.932 11.960 -0.03 -0.22 -0.30 0.0836
H -7.272 -6.863 12.623 0.06 0.03 0.41 0.1030
H -8.460 -9.397 11.463 0.01 -0.06 -0.57 0.1224
H -6.165 -7.669 10.283 0.14 0.17 -0.17 0.1396
H -7.825 -7.699 9.581 -0.03 0.20 0.18 0.1301
H -5.045 -8.900 8.631 0.01 -0.06 -0.29 0.1019
H -6.614 -9.051 7.660 0.86 0.96 -0.69 0.0781
H -5.710 -10.386 7.813 0.03 -0.82 1.34 0.0886
C -11.823 -15.063 11.098 0.43 0.09 0.35 -0.0250
C -10.468 -14.339 11.027 -1.06 -1.55 -0.90 -0.2448
C -9.906 -14.294 9.576 0.65 0.66 1.79 -0.1527
O -8.605 -13.812 9.873 -0.36 1.03 -0.21 -0.2002
C -8.074 -13.005 8.846 1.00 -0.61 -0.66 -0.0960
N -10.687 -12.952 11.715 -0.54 -0.16 -0.60 0.2352
H -11.298 -12.416 11.115 -0.07 0.29 -0.67 0.1418
H -11.244 -13.033 12.553 -0.21 -0.86 0.58 0.1532
H -9.940 -12.335 12.000 1.05 -0.31 -0.48 0.1525
H -12.576 -14.566 10.486 -0.09 0.01 0.00 0.0944
H -12.176 -15.189 12.121 -0.09 0.21 0.09 0.0935
H -11.724 -16.087 10.737 0.17 0.11 -0.21 0.1116
H -9.688 -14.870 11.572 -0.20 0.29 0.37 0.1613
H -10.428 -13.696 8.829 -0.27 0.43 0.25 0.1368
H -9.845 -15.296 9.150 -0.20 -0.28 0.32 0.1521
H -8.560 -12.058 8.614 -0.56 0.10 0.44 0.0759
H -8.101 -13.610 7.940 0.40 0.20 -0.33 0.0986
H -7.047 -12.787 9.138 0.01 -0.08 -0.22 0.0959
C -12.330 -8.933 13.901 -1.18 -0.59 -0.96 -0.0043
C -12.836 -8.776 12.420 1.16 0.79 0.16 -0.2470
C -11.694 -8.717 11.382 -0.19 0.28 1.23 -0.2474
O -12.100 -8.254 10.150 -0.47 -0.70 0.17 -0.1455
C -11.002 -8.090 9.264 -0.85 0.59 -0.99 -0.0580
N -13.860 -9.841 12.025 0.21 0.55 -0.28 0.2521
H -13.643 -10.780 12.327 0.02 -0.26 0.41 0.1605
H -14.801 -9.605 12.308 -0.51 0.13 0.91 0.1823
H -13.989 -9.873 11.024 0.41 0.12 -0.92 0.1664
H -11.730 -8.080 14.220 -0.37 0.05 -0.09 0.1013
H -11.776 -9.842 14.136 0.37 -0.16 -0.59 0.0739
H -13.223 -9.073 14.511 0.03 0.62 0.35 0.0954
H -13.361 -7.828 12.298 -0.23 -0.06 0.27 0.1673
H -11.223 -9.700 11.401 0.31 -0.70 -0.58 0.1051
H -10.925 -8.037 11.747 0.04 0.10 0.58 0.1178
H -10.333 -7.289 9.578 0.29 -0.23 0.47 0.0934
H -11.453 -7.698 8.352 0.12 -0.29 -0.14 0.1148
H -10.524 -9.047 9.055 0.30 0.04 0.07 0.0873
C -9.049 -10.205 5.781 -0.08 -0.09 -1.24 -0.0243
C -8.155 -9.510 4.667 -1.31 1.69 1.41 -0.7636
O -8.747 -8.932 3.745 0.14 -0.82 -0.44 -0.0368
O -6.936 -9.376 4.943 1.38 -0.67 -0.16 -0.1186
H -8.714 -11.234 5.910 -0.03 -0.10 0.22 0.0394
H -10.084 -10.191 5.439 0.04 -0.23 -0.14 0.0662
H -9.072 -9.692 6.743 0.60 0.20 0.00 0.0379